# 1
6 unconnected molecules or ions with the total composition C6H24N4O6. Source: the Open Molecules 2025 dataset; level of theory: ωB97M-V with the def2-TZVPD basis set.

Last column: Löwdin charge in e.
Element x y z (Å)
O (-3.0823, -2.3334, -1.4518)  0.059
O (0.6919, -0.0344, 0.0732)  -0.176
O (3.5096, -0.3155, -0.0248)  -0.141
O (-4.0004, 0.1277, 1.6462)  0.059
O (0.2264, 3.0312, -3.5889)  -0.102
O (-0.0454, -4.2492, 1.5963)  -0.111
N (-3.3736, 0.7356, 3.6126)  0.178
N (-1.1609, -1.4805, -2.0543)  0.155
N (-2.2642, -0.6170, -0.3654)  0.172
N (-2.6225, 1.7805, 1.9413)  0.194
C (1.1653, 0.9909, 1.0107)  -0.102
C (1.1436, 2.5899, -2.6127)  -0.178
C (-3.3508, 0.8507, 2.3379)  -0.862
C (-2.2823, -1.4645, -1.4061)  -0.800
C (4.1910, 0.2477, -1.1644)  -0.114
C (0.1446, -2.9506, 1.1226)  -0.178
H (-2.2473, 2.4984, 2.5446)  0.125
H (3.6712, -0.2057, -2.0084)  0.078
H (4.0938, 1.3257, -1.2926)  0.077
H (-0.0813, -2.9306, 0.0564)  0.074
H (-0.2302, -2.1581, 1.7703)  0.081
H (0.3611, 1.6060, 1.4145)  0.070
H (1.5241, -0.4558, -0.1534)  0.036
H (1.7216, 1.6812, -2.7809)  0.065
H (-1.3943, -0.1271, -0.2127)  0.057
H (0.7870, 2.5926, -1.5826)  0.070
H (5.2418, -0.0342, -1.2307)  0.083
H (1.9307, 3.3417, -2.6707)  0.073
H (-0.3669, -1.1047, -1.5558)  0.071
H (0.7214, 3.1698, -4.3997)  0.077
H (-2.7402, 1.2477, 4.2098)  0.115
H (-3.0589, -0.4421, 0.2329)  0.051
H (-0.2208, -4.8996, 0.9124)  0.079
H (-2.4954, 1.9188, 0.9490)  0.130
H (1.8212, 1.5904, 0.3795)  0.058
H (4.1194, -0.9607, 0.3406)  0.091
H (1.8256, 0.5533, 1.7594)  0.079
H (-3.9798, 0.0195, 3.9866)  0.130
H (-1.1106, -2.3624, -2.5439)  0.116
H (1.2171, -2.7736, 1.2032)  0.061

Properties
Energy relative to the best compared isomer or geometry (same formula, charge and spin) = 58.7 kcal/mol
Net charge = 0
Orbital gap = 0.320 Eh
Lowest unoccupied orbital energy = 0.2 eV

=====

# 2
A molecular structure, C2H8N3O. Source: the Open Molecules 2025 dataset; level of theory: ωB97M-V with the def2-TZVPD basis set.

Last column: Löwdin charge in e.
Element x y z (Å)
O (-2.9949, -0.8836, -0.1346)  0.172
N (0.5997, -0.4141, -0.4877)  -0.099
N (-2.0215, -0.2281, -0.0225)  -0.152
N (-0.4899, -1.0836, -0.5220)  0.135
C (-1.9388, 1.1825, -0.1620)  -0.001
C (1.7351, -0.7136, 0.3426)  -0.023
H (1.4211, -1.2602, 1.2296)  0.101
H (-0.5318, -1.9017, 0.0837)  0.143
H (2.2430, 0.2047, 0.6320)  0.099
H (-2.0016, 1.4734, -1.2183)  0.129
H (-0.9953, 1.5346, 0.2577)  0.096
H (-2.7848, 1.6495, 0.3485)  0.124
H (0.7349, 0.2455, -1.2496)  0.169
H (2.4465, -1.3391, -0.2093)  0.107

Properties
Energy relative to the best compared isomer or geometry (same formula, charge and spin) = 153.4 kcal/mol
Net charge = +1
Orbital gap (spin up / spin down) = 0.296 / 0.296 Eh
Lowest unoccupied orbital energy (spin up / spin down) = -5.8 / -5.8 eV

=====

Copy entry 2 word for word.
A molecular structure, C2H8N3O. Source: the Open Molecules 2025 dataset; level of theory: ωB97M-V with the def2-TZVPD basis set.

Last column: Löwdin charge in e.
Element x y z (Å)
O (-2.9949, -0.8836, -0.1346)  0.172
N (0.5997, -0.4141, -0.4877)  -0.099
N (-2.0215, -0.2281, -0.0225)  -0.152
N (-0.4899, -1.0836, -0.5220)  0.135
C (-1.9388, 1.1825, -0.1620)  -0.001
C (1.7351, -0.7136, 0.3426)  -0.023
H (1.4211, -1.2602, 1.2296)  0.101
H (-0.5318, -1.9017, 0.0837)  0.143
H (2.2430, 0.2047, 0.6320)  0.099
H (-2.0016, 1.4734, -1.2183)  0.129
H (-0.9953, 1.5346, 0.2577)  0.096
H (-2.7848, 1.6495, 0.3485)  0.124
H (0.7349, 0.2455, -1.2496)  0.169
H (2.4465, -1.3391, -0.2093)  0.107

Properties
Energy relative to the best compared isomer or geometry (same formula, charge and spin) = 153.4 kcal/mol
Net charge = +1
Orbital gap (spin up / spin down) = 0.296 / 0.296 Eh
Lowest unoccupied orbital energy (spin up / spin down) = -5.8 / -5.8 eV